# 1
DFT (ωB97M-V/def2-TZVPD) results for a cluster of 18 separate species, C26H57F4IN2O22 in total in a non-equilibrium geometry.

CARTESIAN COORDINATES (ANGSTROEM)
C  2.518  -3.043  -0.532
C  3.298  -1.621  -0.423
O  3.341  -1.096  0.726
N  3.921  -1.094  -1.644
C  4.008  0.399  -1.650
C  2.789  1.142  -2.404
C  2.605  2.654  -1.892
C  1.229  2.941  -1.117
C  0.750  1.721  -0.157
C  1.316  1.644  1.354
C  2.332  2.697  2.004
C  3.720  2.082  2.545
O  4.076  2.391  3.715
F  4.623  1.250  1.828
C  0.778  0.456  2.223
I  1.359  0.167  4.332
C  -0.218  -0.627  1.655
O  -0.648  -1.718  2.494
C  -0.746  -0.533  0.195
C  -0.277  0.668  -0.723
C  -0.863  0.695  -2.198
O  -0.380  1.360  -3.169
C  -2.151  -0.215  -2.574
C  -2.946  0.195  -3.937
C  -3.713  1.603  -3.720
C  -5.036  1.491  -2.814
F  -4.681  1.425  -1.418
F  -5.826  2.661  -3.029
F  -5.860  0.384  -3.157
C  -2.555  -1.307  -1.756
C  -3.786  -2.274  -2.094
C  -5.029  -2.297  -1.175
C  -6.094  -3.268  -1.727
C  -5.822  -4.044  -3.011
N  -4.681  -4.091  -3.863
C  -3.733  -3.179  -3.319
C  -1.749  -1.618  -0.415
O  -1.911  -2.762  0.105
H  3.087  -3.740  0.200
H  2.648  -3.527  -1.569
H  1.435  -2.983  -0.180
H  3.241  -1.326  -2.403
H  4.961  0.664  -2.258
H  4.150  0.879  -0.625
H  3.103  1.213  -3.519
H  1.841  0.504  -2.390
H  3.535  2.937  -1.282
H  2.618  3.368  -2.805
H  1.421  3.865  -0.442
H  0.386  3.281  -1.834
H  2.586  3.592  1.343
H  1.798  3.128  2.937
H  -1.373  -1.309  3.036
H  -2.186  0.344  -4.798
H  -3.721  -0.585  -4.245
H  -2.996  2.337  -3.200
H  -3.967  2.032  -4.760
H  -5.140  -1.678  -0.227
H  -7.086  -3.405  -1.172
H  -6.690  -4.721  -3.371
H  -2.747  -3.122  -3.925
O  -6.032  1.189  1.484
H  -6.397  2.066  1.656
H  -5.729  1.232  0.570
O  7.403  -0.231  -2.873
H  7.849  -0.033  -2.039
H  6.574  -0.648  -2.602
O  5.081  3.911  -2.623
H  4.631  4.619  -3.101
H  5.810  3.666  -3.209
O  -0.362  -4.503  3.652
H  -0.643  -3.693  3.206
H  -0.930  -4.549  4.430
O  9.871  1.665  -1.805
H  9.417  2.367  -2.288
H  10.598  1.413  -2.389
O  -6.642  0.887  4.790
H  -7.006  1.764  4.968
H  -6.350  0.937  3.871
O  -1.316  3.337  1.362
H  -2.203  3.084  1.077
H  -1.466  4.113  1.917
O  -3.676  0.085  6.206
H  -3.619  -0.773  5.763
H  -4.613  0.314  6.152
O  2.697  -2.477  -4.009
H  3.035  -3.211  -4.538
H  1.739  -2.600  -4.022
O  -4.896  -1.334  2.817
H  -5.167  -0.523  2.364
H  -5.469  -1.370  3.593
O  11.719  2.639  0.648
H  11.098  2.007  0.259
H  11.593  2.537  1.599
O  -1.679  -2.517  5.727
H  -1.111  -3.134  6.207
H  -1.091  -1.792  5.482
O  5.074  3.094  0.071
H  5.641  2.486  0.563
H  5.663  3.822  -0.168
O  2.784  -3.196  3.316
H  1.960  -3.184  3.820
H  2.984  -2.261  3.171
O  -5.843  -1.626  -5.102
H  -6.726  -1.869  -5.407
H  -5.993  -0.854  -4.542
O  -9.758  -0.201  5.375
H  -9.195  -0.817  5.859
H  -9.164  0.520  5.138
O  5.204  -1.284  4.239
H  4.975  -1.660  3.379
H  4.815  -0.400  4.219

energy: -94872.229 eV
Kohn-Sham gap: 7.311 eV
largest force on an atom: 0.128 Eh/bohr
spin multiplicity: 1

---

# 2
DFT (ωB97M-V/def2-TZVPD) results for a structure of composition C26H57N13O21P2S in a non-equilibrium geometry.

CARTESIAN COORDINATES (ANGSTROEM)
C  -2.364  5.136  2.734
C  -2.750  3.641  2.804
N  -1.639  2.700  3.044
C  -0.876  2.372  1.915
C  0.467  2.660  1.735
P  1.253  3.479  3.145
N  1.079  2.539  4.402
O  0.521  4.883  3.459
O  2.841  3.781  2.953
C  1.142  2.286  0.476
C  2.607  2.643  0.224
C  2.715  4.031  -0.510
C  3.243  5.235  0.314
C  2.034  6.028  0.893
C  1.833  7.422  0.261
O  2.120  7.447  -1.128
C  3.081  8.427  -1.502
C  3.968  7.797  -2.625
C  0.473  1.607  -0.513
P  1.191  1.027  -2.113
C  1.661  2.418  -3.254
C  2.585  -0.158  -1.863
C  -0.918  1.279  -0.328
N  -1.668  0.595  -1.220
S  -3.099  0.547  -0.470
N  -2.879  1.285  0.929
C  -1.583  1.670  0.884
H  -3.264  5.708  2.462
H  -2.048  5.486  3.723
H  -1.611  5.309  1.955
H  -3.311  3.407  1.894
H  -3.464  3.505  3.633
H  -1.067  2.947  3.845
H  1.996  2.311  4.779
H  0.473  4.935  4.427
H  3.223  3.816  3.842
H  2.965  1.906  -0.505
H  3.258  2.531  1.096
H  3.439  3.883  -1.330
H  1.759  4.291  -0.982
H  3.809  5.860  -0.393
H  3.968  4.943  1.085
H  2.215  6.190  1.966
H  1.125  5.419  0.786
H  2.374  8.190  0.837
H  0.762  7.678  0.384
H  2.584  9.349  -1.846
H  3.767  8.706  -0.688
H  4.180  8.563  -3.378
H  3.454  6.916  -3.024
H  4.902  7.462  -2.150
H  2.700  2.286  -3.600
H  1.488  3.422  -2.854
H  1.022  2.318  -4.141
H  3.574  0.344  -1.837
H  2.520  -0.711  -0.915
H  2.628  -0.877  -2.678
C  1.287  -4.685  -3.300
N  1.760  -3.280  -3.187
O  1.068  -2.410  -3.672
O  2.819  -3.099  -2.612
H  0.341  -4.688  -3.830
H  2.044  -5.249  -3.848
H  1.168  -5.073  -2.292
C  -5.152  -2.472  -0.949
N  -6.496  -3.113  -0.905
O  -7.442  -2.430  -0.596
O  -6.539  -4.298  -1.189
H  -5.251  -1.430  -0.677
H  -4.517  -2.998  -0.241
H  -4.778  -2.575  -1.964
C  5.261  6.659  3.495
N  5.868  7.735  2.665
O  5.474  7.849  1.523
O  6.716  8.421  3.193
H  4.525  6.131  2.896
H  6.063  5.993  3.802
H  4.795  7.134  4.354
C  4.509  -7.250  -5.894
N  3.359  -6.823  -5.048
O  3.583  -6.512  -3.894
O  2.266  -6.812  -5.577
H  5.413  -7.213  -5.301
H  4.310  -8.262  -6.231
H  4.564  -6.560  -6.732
C  -4.687  -6.517  -2.083
N  -3.235  -6.550  -1.759
O  -2.600  -7.528  -2.100
O  -2.780  -5.589  -1.170
H  -4.948  -7.428  -2.601
H  -5.230  -6.436  -1.148
H  -4.860  -5.650  -2.712
C  -4.813  -0.373  3.360
N  -6.042  -0.528  2.532
O  -7.092  -0.719  3.103
O  -5.898  -0.448  1.326
H  -5.078  -0.464  4.403
H  -4.124  -1.161  3.064
H  -4.397  0.609  3.149
C  -4.122  1.257  8.079
N  -4.582  1.441  6.677
O  -4.853  2.564  6.315
O  -4.654  0.442  5.987
H  -4.108  2.224  8.568
H  -4.823  0.584  8.567
H  -3.126  0.825  8.042
C  4.643  -10.225  -1.792
N  5.200  -9.114  -2.610
O  4.800  -9.000  -3.753
O  6.015  -8.396  -2.077
H  3.932  -10.778  -2.396
H  5.475  -10.858  -1.494
H  4.158  -9.783  -0.927
C  -5.870  -11.167  -3.040
N  -6.047  -9.799  -2.481
O  -5.467  -9.535  -1.449
O  -6.762  -9.041  -3.103
H  -5.211  -11.726  -2.384
H  -6.852  -11.628  -3.089
H  -5.436  -11.061  -4.030

energy: -119641.709 eV
Kohn-Sham gap: 6.433 eV
largest force on an atom: 0.049 Eh/bohr
spin multiplicity: 1